No. 1
{"formula": "C43H58F30O23S", "method": "the ωB97M-V functional and the def2-TZVPD basis", "fmax_ha_per_bohr": 0.07809, "gap_ev": 11.052, "total_charge": 0, "smiles": "CCOC(=O)C(F)(F)F.CCOC(=O)C(F)(F)F.CCOC(=O)C(F)(F)F.CCOC(=O)C(F)(F)F.CCOC(=O)C(F)(F)F.CCOC(=O)C(F)(F)F.CCOC(=O)C(F)(F)F.CCOC(=O)C(F)(F)F.CCOC(=O)C(F)(F)F.CCOC(=O)C(F)(F)F.CCOS(C)(=O)=O", "e_homo_ev": -10.8760, "elements": ["C", "C", "O", "C", "O", "C", "F", "F", "F", "H", "H", "H", "H", "H", "C", "C", "O", "C", "O", "C", "F", "F", "F", "H", "H", "H", "H", "H", "C", "C", "O", "C", "O", "C", "F", "F", "F", "H", "H", "H", "H", "H", "C", "C", "O", "C", "O", "C", "F", "F", "F", "H", "H", "H", "H", "H", "C", "C", "O", "C", "O", "C", "F", "F", "F", "H", "H", "H", "H", "H", "C", "C", "O", "C", "O", "C", "F", "F", "F", "H", "H", "H", "H", "H", "C", "C", "O", "C", "O", "C", "F", "F", "F", "H", "H", "H", "H", "H", "C", "C", "O", "C", "O", "C", "F", "F", "F", "H", "H", "H", "H", "H", "C", "C", "O", "C", "O", "C", "F", "F", "F", "H", "H", "H", "H", "H", "C", "C", "O", "C", "O", "C", "F", "F", "F", "H", "H", "H", "H", "H", "C", "C", "O", "S", "C", "O", "O", "H", "H", "H", "H", "H", "H", "H", "H"], "positions_angstrom": [[6.33262, 4.17473, 2.97881], [5.08765, 3.69067, 3.63215], [4.46602, 2.67977, 2.80473], [3.20781, 2.65333, 3.01401], [2.58081, 3.41401, 3.64718], [2.48532, 1.44944, 2.29119], [3.03400, 1.24198, 1.05408], [2.70394, 0.38344, 3.12471], [1.25290, 1.79150, 2.11682], [6.97620, 3.38930, 2.73285], [6.77433, 4.81657, 3.73337], [6.07787, 4.81615, 2.13980], [4.42303, 4.48684, 3.81064], [5.23800, 3.23659, 4.58252], [-6.06901, -1.60657, 0.69532], [-6.92984, -1.15791, 1.88975], [-7.94615, -2.13892, 2.18817], [-7.47011, -3.12129, 2.99059], [-6.31270, -3.32178, 3.19271], [-8.62841, -4.12909, 3.50053], [-9.76517, -3.45686, 3.72074], [-8.82382, -5.06948, 2.59863], [-8.35627, -4.78060, 4.63539], [-6.61694, -2.00780, -0.16655], [-5.33142, -2.39733, 0.94747], [-5.46418, -0.76391, 0.30147], [-7.55362, -0.23055, 1.68032], [-6.39591, -0.97873, 2.81151], [1.97995, -3.64337, 1.60666], [3.46443, -3.42684, 1.34070], [4.19037, -4.27829, 2.23779], [5.30920, -3.89716, 2.78952], [5.97767, -2.94334, 2.44437], [5.87059, -4.85436, 3.88019], [6.25493, -4.09798, 4.91497], [5.12020, -5.89674, 4.20956], [6.99200, -5.40721, 3.40560], [1.77689, -4.71399, 1.67784], [1.36225, -3.16743, 0.81705], [1.75051, -3.17047, 2.57533], [3.80917, -2.39838, 1.38315], [3.72281, -3.75442, 0.35114], [1.95881, -1.58501, 6.82237], [1.45247, -3.00311, 7.09136], [0.00554, -2.94339, 6.86454], [-0.31941, -2.78468, 5.59155], [0.34263, -2.73262, 4.60751], [-1.95450, -2.92246, 5.35581], [-2.65041, -2.88241, 6.44921], [-2.32874, -1.94075, 4.58814], [-2.06637, -4.08743, 4.65678], [1.87187, -1.24868, 5.79361], [3.04447, -1.44921, 7.08245], [1.46011, -0.97787, 7.54088], [1.45537, -3.48267, 8.10795], [1.82640, -3.63844, 6.34867], [-1.57090, 3.75059, 3.92910], [-1.72330, 2.83763, 5.07473], [-2.93127, 2.08138, 4.91217], [-3.03784, 1.14695, 5.86613], [-2.27799, 0.77941, 6.71222], [-4.40910, 0.54966, 5.91658], [-5.24739, 1.41549, 6.63316], [-4.85378, 0.37026, 4.67199], [-4.47551, -0.55928, 6.65834], [-1.73319, 3.27635, 2.99699], [-0.51542, 4.20212, 4.01499], [-2.23464, 4.64830, 4.02033], [-1.76778, 3.24466, 6.06014], [-0.91090, 2.17193, 5.13330], [-0.85668, 0.73527, -6.41132], [0.27064, 0.68459, -5.39124], [1.22937, 1.78970, -5.78590], [1.97716, 1.71439, -6.85927], [2.01537, 0.76460, -7.61591], [2.85240, 2.98550, -7.07863], [3.57827, 2.96347, -8.20508], [2.00958, 4.08808, -7.05107], [3.63854, 3.01830, -5.97622], [-1.74601, 0.14090, -6.06305], [-0.68834, 0.33710, -7.37142], [-1.12722, 1.75167, -6.54852], [0.71070, -0.17171, -4.96815], [-0.18835, 1.19707, -4.52373], [3.04555, -0.11408, -2.37243], [2.17290, 1.10606, -2.23586], [1.01440, 0.74131, -1.42822], [0.34595, 1.63469, -0.69954], [0.43125, 2.82456, -0.76724], [-0.82806, 0.85319, -0.10237], [-0.42223, -0.11615, 0.75357], [-1.60241, 1.70343, 0.59369], [-1.56998, 0.32189, -1.09742], [3.72578, -0.26505, -1.57672], [3.64564, -0.12324, -3.29498], [2.43931, -0.98171, -2.49576], [1.77970, 1.43141, -3.20647], [2.60275, 1.98373, -1.69368], [2.82792, -3.48893, -5.08062], [1.66037, -4.38994, -4.87670], [2.02992, -5.33308, -3.74841], [2.20569, -4.89192, -2.54924], [2.11004, -3.72719, -2.12175], [2.41927, -6.15935, -1.59584], [2.95278, -5.75576, -0.39691], [1.22224, -6.72878, -1.33494], [3.16533, -7.11709, -2.09169], [2.59782, -2.65911, -5.78646], [3.70349, -3.97647, -5.45438], [3.07106, -3.00833, -4.15629], [1.47118, -5.05302, -5.75482], [0.80121, -3.94299, -4.58923], [0.52153, 5.84017, -4.25410], [1.54977, 5.14773, -3.29011], [1.75130, 5.94056, -2.14373], [2.60570, 5.40840, -1.25447], [3.31382, 4.44965, -1.47184], [2.67765, 6.05257, 0.09260], [1.85000, 7.04469, 0.34279], [2.49159, 5.12308, 1.02827], [3.97476, 6.58644, 0.24693], [0.45363, 5.20439, -5.12273], [0.97318, 6.76266, -4.61799], [-0.42513, 6.04980, -3.73782], [2.51482, 5.03530, -3.73995], [1.15451, 4.13899, -2.98101], [-2.93314, 6.28413, -2.29297], [-2.19168, 5.04614, -1.52945], [-3.02087, 3.85579, -1.86042], [-2.60569, 3.26441, -3.01216], [-1.67477, 3.51238, -3.74083], [-3.59551, 2.05047, -3.34115], [-4.53559, 2.63348, -4.21099], [-2.94953, 1.09882, -4.04749], [-4.11825, 1.54415, -2.29125], [-3.70472, 6.70206, -1.67901], [-3.33745, 5.98182, -3.19871], [-2.20459, 7.10372, -2.49529], [-2.26208, 5.21026, -0.43862], [-1.19662, 4.73491, -1.81542], [-1.08584, -3.70573, -0.42929], [-1.03637, -4.03574, -1.90486], [-2.23566, -3.40064, -2.48070], [-2.13936, -2.83196, -3.92320], [-3.82889, -2.81514, -4.48883], [-1.66884, -1.48239, -3.72981], [-1.39455, -3.79971, -4.78036], [-2.07756, -4.18346, -0.02742], [-1.15296, -2.68673, -0.13969], [-0.28208, -4.22779, 0.13546], [-0.18487, -3.64733, -2.42910], [-1.12236, -5.14909, -1.97945], [-3.94919, -2.33406, -5.44740], [-4.35104, -2.13904, -3.87485], [-4.22849, -3.78539, -4.41708]], "atomic_forces_ev_per_a": [[-0.959, 1.385, 0.710], [0.864, -0.411, -0.516], [1.730, 0.098, -0.118], [-1.354, -2.105, -1.950], [-1.931, 1.487, 1.712], [3.278, 1.386, 0.441], [-0.449, -0.609, 1.061], [-0.990, 0.310, -1.374], [-1.612, -0.806, 0.153], [1.102, -1.061, -0.535], [0.530, 0.146, -0.001], [0.165, -0.186, -0.303], [-0.888, 0.920, -0.109], [0.432, -0.535, 0.813], [1.045, 0.126, -0.066], [-0.999, 0.989, -1.290], [-0.108, -1.183, 1.374], [-0.749, -0.584, -0.711], [-0.127, -0.172, 0.621], [0.343, 0.983, 0.483], [0.017, 0.025, -0.348], [-0.217, -0.196, -0.950], [0.690, 0.574, -0.026], [-0.402, 0.287, 0.423], [-0.544, 0.490, 0.244], [-0.398, -0.260, 0.341], [0.951, -1.112, -0.034], [0.547, 0.051, -0.052], [0.320, 0.825, 0.420], [-0.329, 0.040, -0.864], [-0.439, -0.765, 1.137], [1.011, 1.231, -1.131], [-0.677, -0.852, 0.752], [0.960, 0.110, -0.875], [-0.753, -0.445, 0.444], [-0.743, 0.614, 0.645], [0.546, 0.028, -0.464], [-0.092, 0.150, -0.131], [0.528, -0.313, 0.474], [-0.240, -0.263, -0.354], [-0.065, 0.135, 0.558], [0.095, -0.213, -0.486], [2.071, -0.489, 1.488], [-1.107, 0.856, 0.559], [-0.047, 0.132, -0.804], [-3.248, -1.081, 0.291], [0.972, 0.312, -0.156], [3.913, -0.436, -0.106], [-0.774, -0.731, 0.788], [-0.729, 1.056, -1.141], [-0.708, 0.502, 0.781], [-0.446, -0.215, 0.088], [-0.814, -0.490, -0.215], [-0.603, 0.996, 0.153], [0.751, 0.996, -0.924], [0.750, -1.341, -0.825], [1.240, 3.229, 1.149], [-0.299, -0.262, -0.061], [-0.079, -1.109, 1.035], [-0.257, 0.002, 0.284], [1.056, 0.679, -0.324], [-1.956, 0.454, 1.267], [0.757, -0.410, -1.503], [-0.644, -0.329, 0.485], [0.322, -0.025, -1.145], [0.060, -0.517, -0.921], [-1.391, -0.822, -0.504], [0.259, -0.849, -0.202], [-0.053, 1.008, 0.548], [1.067, -1.132, -0.199], [-0.902, -1.988, 0.997], [-1.607, 3.675, -0.183], [0.308, -0.117, 0.891], [-0.421, -1.997, -1.578], [0.289, 1.014, 0.564], [-1.333, -0.060, 0.911], [-0.758, 0.248, 1.320], [1.503, -1.007, -0.339], [0.236, 0.690, -0.894], [0.833, 0.775, 0.113], [0.909, -0.574, -1.151], [-0.427, 0.969, 0.144], [0.940, -1.345, -0.525], [0.349, -0.332, -0.169], [0.156, 0.330, -1.260], [-0.195, 1.317, 0.613], [0.076, -0.397, 0.750], [0.196, -0.783, -2.578], [0.140, 0.259, 0.690], [-0.497, 0.210, 1.148], [-0.371, 0.369, -0.838], [0.015, -0.372, -0.198], [0.431, 0.112, 0.726], [0.512, -0.088, 1.044], [-0.120, 0.562, 0.192], [-0.687, -0.759, 0.221], [0.138, 0.063, 0.216], [0.160, -0.708, -0.788], [-0.309, 1.473, -0.821], [2.879, -2.449, -0.638], [-0.287, -0.200, -1.259], [-0.422, 1.915, 1.646], [0.399, -3.062, -0.858], [-0.318, 0.988, 1.179], [-0.502, -0.494, -1.343], [0.063, 0.569, -0.007], [0.644, 0.057, -0.396], [-0.080, -0.627, 0.274], [0.429, -0.543, -0.228], [0.220, 0.305, 0.561], [0.124, 0.362, 0.954], [-2.632, 1.546, 0.807], [1.613, -0.035, 1.230], [-1.782, -0.871, -1.285], [0.174, 0.527, 2.308], [0.278, -1.408, -2.288], [-0.680, 0.838, 0.354], [1.818, 1.246, 1.420], [-0.420, 0.228, -0.332], [0.219, 0.015, -0.010], [-1.685, -0.921, -0.173], [-0.564, -0.339, -0.118], [-0.146, 0.231, 0.154], [0.264, -0.281, -0.437], [0.413, -0.331, -0.630], [0.478, 0.920, -0.218], [3.231, -0.237, 2.094], [-2.264, 0.984, -0.641], [1.261, -0.053, -1.173], [-0.491, -0.926, 0.402], [-0.949, 0.095, 1.069], [1.677, 2.443, -2.623], [0.628, -1.182, 1.356], [-0.596, 0.562, 0.524], [-1.276, -0.749, 0.986], [-0.436, -0.009, 0.469], [-0.655, -0.761, -1.728], [-0.414, -0.591, 0.174], [0.024, -0.414, -0.630], [0.321, 0.750, -0.149], [-1.690, -2.501, 1.146], [-0.706, -0.453, 0.765], [-0.732, -1.056, 0.286], [1.707, -0.852, -1.820], [0.908, 0.814, 0.310], [0.003, -0.403, -0.995], [-1.376, 2.130, 1.654], [1.699, 0.791, -0.638], [0.311, 1.049, -0.170], [-0.446, 0.426, -0.571], [0.445, 0.067, -0.063], [0.077, 0.981, -0.489], [0.668, -0.390, -0.624], [-0.683, 0.632, 1.341], [-0.452, -1.175, -0.156]], "mulliken_charge": [-1.208, -0.356, -0.219, 0.176, -0.543, 1.061, -0.261, -0.202, -0.209, 0.352, 0.412, 0.236, 0.366, 0.410, -0.939, -0.063, -0.336, 0.437, -0.469, 0.788, -0.245, -0.244, -0.247, 0.352, 0.280, 0.234, 0.296, 0.194, -0.315, -0.555, -0.243, 0.381, -0.554, 0.894, -0.240, -0.228, -0.273, 0.555, -0.424, 0.291, 0.512, 0.235, -0.932, -0.351, -0.299, 0.297, -0.496, 0.853, -0.219, -0.197, -0.252, 0.157, 0.371, 0.373, 0.265, 0.376, -0.753, -0.369, -0.283, 0.402, -0.551, 0.922, -0.295, -0.237, -0.231, 0.047, 0.270, 0.363, 0.363, 0.339, -1.427, 0.014, 0.054, 0.207, -0.581, 0.876, -0.234, -0.240, -0.231, 0.149, 0.478, 0.434, 0.679, -0.244, -1.393, 0.745, 0.539, -0.177, -0.442, 0.344, -0.067, -0.227, -0.110, 0.432, 0.392, 0.083, -0.298, 0.031, -0.910, 0.691, -0.359, 0.357, -0.247, 0.675, -0.176, -0.282, -0.255, 0.354, 0.332, 0.107, 0.283, -0.426, -1.084, 0.361, -0.348, 0.477, -0.560, 0.836, -0.260, -0.153, -0.299, 0.210, 0.529, -0.055, 0.628, -0.265, -1.336, 0.610, -0.358, 0.290, -0.421, 0.970, -0.305, -0.246, -0.202, 0.389, 0.409, 0.322, 0.316, -0.344, -1.060, 0.679, -0.191, 1.055, -1.214, -0.293, -0.742, 0.307, 0.190, 0.185, -0.329, 0.191, 0.400, 0.369, 0.394]}

No. 2
{"formula": "C3H15N4", "method": "the ωB97M-V functional and the def2-TZVPD basis", "fmax_ha_per_bohr": 0.06004, "gap_ev": 8.520, "total_charge": 1, "relative_energy_ev": 1.762, "e_homo_ev": -12.5937, "elements": ["N", "C", "N", "H", "H", "H", "H", "H", "H", "C", "N", "C", "N", "H", "H", "H", "H", "H", "H", "H", "H", "H"], "positions_angstrom": [[-2.19400, -1.39368, -2.22118], [-2.53794, -1.60659, -0.79998], [-1.60660, -1.12141, 0.29771], [-1.84967, -0.39720, -2.28588], [-1.34474, -1.85395, -2.35536], [-3.46332, -1.02944, -0.65198], [-2.67199, -2.67860, -0.62081], [-0.67399, -1.40762, -0.11210], [-1.60718, -0.07046, 0.24317], [1.78082, 1.69372, 1.00061], [0.67849, 2.72799, 1.00442], [1.14795, 0.36056, 0.51858], [2.27057, -0.59911, 0.21067], [2.34563, 1.59042, 1.94584], [2.54428, 1.85628, 0.23197], [0.25653, 2.60518, 1.89120], [1.25775, 3.54158, 1.09650], [0.61296, 0.49794, -0.41798], [0.54966, -0.15532, 1.26969], [1.95496, -1.52291, -0.15763], [2.87256, -0.12900, -0.48139], [2.83232, -0.82958, 1.04809]], "atomic_forces_ev_per_a": [[0.023, 2.441, 1.558], [-0.747, 0.737, 0.495], [1.015, 0.440, -2.286], [-1.013, -0.983, -0.177], [1.655, -1.549, -0.753], [0.077, -0.683, 0.177], [-0.226, 0.305, -0.149], [-1.039, 0.431, 0.909], [-0.004, -1.262, 0.089], [-1.028, -1.026, -0.760], [2.618, -1.442, -0.773], [0.530, 0.109, 1.000], [0.429, -0.730, -0.159], [-0.468, -0.102, -0.152], [-0.170, 0.919, -0.001], [-0.875, 0.129, 1.061], [-0.404, 1.171, -0.043], [-0.117, 0.148, 0.184], [-0.273, 0.297, -0.124], [0.140, 0.880, 0.074], [0.059, -0.575, 0.202], [-0.180, 0.347, -0.373]], "mulliken_charge": [-0.576, -0.439, -0.554, 0.223, 0.226, 0.385, 0.351, 0.143, 0.294, -0.784, -0.597, -0.695, -0.300, 0.401, 0.454, 0.254, 0.270, 0.362, 0.495, 0.356, 0.370, 0.361]}